Entry 1:
Computed, not measured: a 4-piece molecular cluster, C18H29NO10 overall, with ωB97M-V with the def2-TZVPD basis set.

Geometry (Å):
O 2.55 -3.56 -2.04
O -1.69 0.80 -0.67
O 2.30 1.88 -2.34
O 1.36 0.03 -3.16
O 0.59 1.56 1.97
O 3.82 -5.38 -2.25
O 0.04 -4.36 0.18
O -4.37 2.20 0.36
O 2.19 -4.98 -3.74
O 1.32 1.92 -4.37
N -1.91 2.76 1.51
C 2.33 0.90 -1.28
C 1.51 0.61 2.43
C 3.44 -3.49 -0.93
C 4.18 -4.85 -0.98
C -0.93 3.35 2.40
C 0.04 2.35 3.00
C -2.50 3.77 0.63
C -0.97 -1.28 -1.53
C 2.10 -0.40 -2.03
C -0.52 -3.12 -0.06
C -3.58 3.19 -0.26
C -1.30 -1.04 0.81
C 2.79 -4.67 -2.78
C 1.66 1.34 -3.40
C -0.85 -2.35 1.04
C -0.64 -2.62 -1.34
C -1.36 -0.49 -0.46
C -5.19 2.70 1.41
H -0.45 -3.18 -2.25
H 2.81 -3.44 -0.04
H -4.24 3.96 -0.69
H -4.85 3.67 1.79
H -0.97 -0.85 -2.52
H -0.30 4.04 1.83
H -5.23 1.99 2.23
H 3.28 1.00 -0.76
H 1.05 -0.37 2.61
H -1.40 3.92 3.22
H -6.21 2.82 1.04
H 4.12 -2.65 -0.91
H -1.56 1.36 0.11
H 0.86 2.90 3.48
H -3.15 2.72 -1.15
H -0.43 1.71 3.76
H 2.29 0.46 1.69
H -2.94 4.58 1.25
H 0.18 -4.80 -0.66
H 1.54 -1.07 -1.37
H 1.98 0.90 3.38
H 3.88 -5.52 -0.19
H 1.55 1.13 -0.55
H 3.03 -0.89 -2.31
H -0.77 -2.70 2.05
H 5.26 -4.66 -0.97
H -2.66 2.31 2.02
H -1.38 -0.39 1.68
H -1.71 4.30 0.10

Results
F_max = 1.5 eV Å⁻¹
HOMO level = -7.90 eV
Energy above the lowest of the compared OMol25 structures with the same formula, charge and spin = 0.0 kcal per mole
M = 419.4 g/mol

---

Entry 2:
Computed, not measured: an isolated ion of composition C3H5IN3 and charge +1, with ωB97M-V with the def2-TZVPD basis set.

Geometry (Å):
I -3.43 0.03 0.15
N 0.54 2.14 -0.21
N -0.51 0.16 -0.16
N -1.53 0.86 -0.06
C 0.63 0.83 -0.38
C -0.51 -1.28 -0.18
C 0.29 3.24 -0.02
H -0.15 -1.77 0.78
H 0.25 -1.78 -0.93
H 1.61 0.48 -0.46
H 0.09 4.30 0.32
H -1.47 -1.63 -0.41

Results
F_max = 7.4 eV Å⁻¹
HOMO level (spin up / spin down) = -11.10 / -13.46 eV
Energy above the lowest of the compared OMol25 structures with the same formula, charge and spin = 78.1 kcal per mole
⟨S²⟩ = 2.02
Multiplicity = 3
Net charge = +1
M = 210.0 g/mol

---

Entry 3:
Computed, not measured: C20H45F2N8O12P3S2 as an isolated structure, with ωB97M-V with the def2-TZVPD basis set.

Geometry (Å):
S -4.63 0.86 2.99
S -5.17 0.76 5.59
P -0.35 2.28 2.63
P -0.73 2.97 -0.72
P 2.08 -2.04 3.12
F -4.82 2.32 5.55
F -3.51 0.05 2.12
O -5.84 0.49 2.36
O -4.63 0.35 6.84
O -1.66 1.84 -0.67
O 3.48 0.61 1.58
O 0.58 1.27 -3.36
O -1.29 4.27 0.00
O -3.11 -1.92 -3.69
O -6.58 0.73 5.42
O -4.18 2.21 2.85
O 0.39 0.21 -5.37
O -0.35 3.41 -2.18
O -0.27 1.22 3.84
N 3.07 -3.24 3.29
N -1.05 -0.76 1.96
N 5.63 1.60 -0.01
N 1.45 -0.16 -0.14
N 0.36 -0.63 1.79
N 0.50 1.61 1.17
N -3.59 -2.36 -1.47
N -4.32 0.19 4.39
C 0.75 -0.11 -1.43
C 0.32 -3.16 1.42
C 0.85 3.54 3.23
C 0.78 0.36 0.94
C 0.82 2.59 0.16
C 3.52 -1.55 0.41
C -2.67 -1.98 -0.37
C -1.99 -3.78 -2.76
C 0.77 3.22 -6.03
C -2.92 -2.61 -2.68
C 0.84 1.14 -4.72
C 1.54 0.57 -2.56
C 4.27 -0.26 0.78
C -2.06 -3.17 0.39
C 2.00 -1.43 0.30
C 4.82 0.44 -0.44
C -4.58 -1.28 -1.65
C 1.12 -1.87 1.51
C 1.69 2.22 -5.33
C -0.55 -3.38 0.17
H 2.01 -0.17 -3.19
H -0.79 2.81 -2.80
H 3.11 -3.81 2.46
H 1.56 3.87 2.49
H -0.17 0.45 -1.33
H -5.09 -1.15 -0.71
H -5.29 -1.55 -2.42
H 1.19 3.51 0.61
H 0.29 4.36 3.67
H 1.33 4.08 -6.38
H 1.44 3.10 4.03
H 4.06 0.74 -1.15
H 5.96 2.07 -0.84
H 5.14 -0.55 1.37
H -2.26 -2.96 1.44
H 3.89 -1.87 -0.55
H 0.25 2.76 -6.86
H -0.97 -3.41 -2.67
H 1.01 -3.99 1.52
H -2.16 4.44 -0.38
H -2.63 -4.05 0.12
H 1.58 2.24 -0.54
H 0.63 0.99 4.11
H -2.14 -4.52 -1.98
H 2.27 1.26 -2.16
H -0.42 -4.42 -0.13
H 1.04 -2.05 4.08
H 3.82 -2.32 1.11
H 6.47 1.23 0.41
H 2.36 1.79 -6.06
H 3.85 1.49 1.47
H 2.68 -0.78 3.27
H -1.28 -0.73 2.94
H 0.02 3.60 -5.35
H -4.09 -0.34 -1.87
H 5.46 -0.28 -0.95
H -2.07 -4.23 -3.74
H -1.57 -0.04 1.47
H -0.24 -2.79 -0.68
H 1.75 -2.12 -0.50
H -3.24 -1.37 0.32
H 0.46 -1.10 -1.77
H 2.27 2.74 -4.58
H -1.89 -1.34 -0.78
H -0.34 -3.24 2.28

Results
F_max = 2.9 eV Å⁻¹
HOMO level = -8.77 eV
M = 784.7 g/mol